(1)
DFT (ωB97M-V/def2-TZVPD) results for a molecular structure, C48H95F6O24Zn at a distorted geometry.

Geometry as XYZ:
```
174
C48H95F6O24Zn (ωB97M-V/def2-TZVPD)
Zn 12.167 -11.896 44.301
C 11.676 -14.866 43.385
O 11.790 -14.500 42.029
O 12.041 -13.821 44.124
C 10.325 -15.572 43.755
F 10.230 -15.720 45.078
F 9.254 -14.875 43.320
F 10.231 -16.786 43.210
C 11.746 -15.534 41.053
C 11.626 -14.865 39.689
H 12.598 -14.452 39.409
H 11.240 -15.575 38.959
H 10.965 -13.997 39.746
H 10.999 -16.301 41.222
H 12.734 -15.997 40.941
H 12.360 -15.724 43.523
C 7.792 -18.489 46.285
O 8.125 -18.914 47.573
C 9.495 -18.879 47.861
C 9.705 -19.087 49.355
O 9.017 -20.202 49.894
C 9.604 -21.416 49.495
H 8.209 -19.176 45.534
H 8.291 -17.546 46.014
H 6.726 -18.371 46.124
H 9.961 -17.922 47.591
H 9.976 -19.708 47.324
H 9.356 -18.207 49.895
H 10.773 -19.243 49.540
H 9.244 -22.248 50.102
H 10.684 -21.470 49.689
H 9.385 -21.619 48.445
C 14.971 -12.676 39.007
O 15.331 -13.652 39.945
C 14.951 -13.379 41.274
C 15.576 -14.434 42.162
O 15.271 -15.726 41.683
C 15.613 -16.718 42.644
H 13.920 -12.663 38.691
H 15.592 -12.839 38.127
H 15.216 -11.681 39.406
H 13.859 -13.347 41.388
H 15.290 -12.369 41.551
H 15.204 -14.314 43.185
H 16.659 -14.257 42.150
H 15.133 -16.558 43.612
H 16.708 -16.699 42.730
H 15.353 -17.674 42.191
C 8.925 -19.973 41.914
O 8.583 -20.259 40.575
C 7.680 -21.311 40.370
C 7.337 -21.403 38.907
O 6.569 -22.586 38.783
C 5.976 -22.731 37.498
H 8.079 -20.093 42.598
H 9.328 -18.962 41.930
H 9.702 -20.681 42.225
H 6.746 -21.193 40.941
H 8.027 -22.273 40.771
H 8.178 -21.472 38.210
H 6.763 -20.503 38.649
H 5.240 -21.941 37.328
H 5.395 -23.648 37.582
H 6.728 -22.779 36.711
C 5.803 -18.190 40.680
O 6.439 -17.083 40.106
C 7.542 -16.603 40.848
C 8.011 -15.257 40.331
O 7.063 -14.198 40.422
C 5.858 -14.332 39.664
H 5.484 -17.958 41.703
H 6.402 -19.108 40.661
H 4.907 -18.419 40.101
H 8.326 -17.365 40.759
H 7.265 -16.504 41.905
H 8.347 -15.290 39.287
H 8.836 -14.837 40.909
H 5.438 -13.324 39.619
H 5.144 -14.945 40.209
H 6.132 -14.607 38.644
C 11.228 -15.692 35.757
O 11.654 -14.468 35.229
C 12.413 -13.675 36.117
C 12.726 -12.351 35.497
O 11.624 -11.490 35.424
C 11.935 -10.144 35.197
H 11.915 -16.306 36.353
H 10.931 -16.361 34.951
H 10.363 -15.540 36.420
H 13.294 -14.202 36.503
H 11.806 -13.537 37.030
H 13.098 -12.522 34.476
H 13.624 -11.957 36.000
H 12.329 -9.833 34.225
H 12.646 -9.747 35.936
H 11.016 -9.579 35.357
C 12.204 -19.465 36.727
O 11.146 -18.532 36.785
C 9.981 -19.174 37.248
C 8.810 -18.260 37.525
O 8.217 -17.865 36.303
C 7.205 -16.914 36.443
H 12.053 -20.275 36.012
H 12.484 -19.769 37.740
H 13.069 -18.908 36.355
H 10.202 -19.598 38.242
H 9.741 -20.057 36.645
H 9.109 -17.368 38.093
H 8.046 -18.768 38.124
H 7.598 -15.989 36.889
H 6.377 -17.238 37.081
H 6.788 -16.604 35.487
O 13.101 -17.506 48.185
C 13.904 -16.810 47.640
O 14.833 -16.121 48.353
C 15.709 -15.400 47.472
C 14.998 -15.360 46.116
C 14.127 -16.610 46.157
H 16.701 -15.845 47.407
H 15.830 -14.387 47.857
H 15.727 -15.384 45.308
H 14.388 -14.460 46.049
H 14.595 -17.498 45.727
H 13.196 -16.518 45.598
O 11.820 -11.866 46.317
C 11.319 -12.743 47.005
O 10.034 -13.029 46.900
C 9.696 -14.187 47.711
C 11.049 -14.780 48.079
C 11.991 -13.613 48.024
H 9.074 -14.923 47.213
H 9.266 -13.807 48.639
H 11.320 -15.482 47.285
H 11.030 -15.343 49.009
H 12.989 -13.904 47.701
H 12.138 -13.035 48.941
O 10.002 -11.606 44.127
C 8.873 -11.827 43.755
O 8.440 -11.409 42.567
C 7.095 -11.889 42.295
C 6.860 -12.980 43.347
C 7.805 -12.548 44.474
H 7.110 -12.252 41.272
H 6.363 -11.099 42.463
H 7.139 -13.968 42.981
H 5.831 -13.049 43.693
H 8.167 -13.367 45.087
H 7.311 -11.818 45.123
O 12.010 -11.319 42.336
C 12.067 -10.801 41.240
O 12.840 -9.720 41.118
C 12.820 -9.231 39.758
C 12.064 -10.267 38.934
C 11.457 -11.257 39.943
H 13.833 -9.020 39.419
H 12.329 -8.255 39.773
H 12.826 -10.786 38.354
H 11.337 -9.783 38.290
H 11.821 -12.268 39.784
H 10.371 -11.239 39.914
C 15.179 -16.508 37.781
C 15.281 -17.711 38.679
O 13.970 -17.896 39.247
C 13.818 -18.760 40.242
O 14.666 -19.488 40.644
C 12.363 -18.816 40.741
F 11.542 -18.216 39.896
F 12.028 -20.096 40.922
F 12.292 -18.287 41.967
H 15.067 -15.627 38.419
H 14.350 -16.580 37.076
H 16.050 -16.294 37.160
H 15.999 -17.593 39.490
H 15.511 -18.631 38.138
```

As for the charge: +1.



(2)
DFT (ωB97M-V/def2-TZVPD) results for 9 unconnected molecules or ions with the total composition C49H104N5O12 at a distorted geometry.

Geometry as XYZ:
```
170
C49H104N5O12 (ωB97M-V/def2-TZVPD)
C -0.614 0.536 3.208
C -0.578 0.026 1.773
C 0.492 -1.006 1.461
N 0.521 -1.476 0.019
C 1.319 -2.806 0.024
C 1.691 -3.271 -1.376
C 2.352 -2.254 -2.288
C 1.476 -1.012 -2.332
C 1.200 -0.485 -0.929
C -0.851 -1.638 -0.603
H 0.139 1.335 3.246
H -0.187 -0.186 3.905
H -1.545 1.051 3.437
H -0.628 0.849 1.056
H -1.513 -0.533 1.659
H 0.151 -1.911 1.969
H 1.521 -0.768 1.741
H 2.257 -2.590 0.541
H 0.692 -3.567 0.486
H 2.197 -4.236 -1.315
H 0.769 -3.558 -1.898
H 3.341 -2.072 -1.858
H 2.463 -2.656 -3.294
H 1.976 -0.184 -2.841
H 0.576 -1.120 -2.940
H 2.112 -0.239 -0.374
H 0.612 0.430 -0.842
H -1.454 -2.287 0.032
H -0.710 -2.045 -1.597
H -1.344 -0.668 -0.636
C -3.861 -0.460 -2.435
C -4.702 0.359 -1.454
C -3.888 0.996 -0.309
N -4.650 1.800 0.746
C -3.674 2.330 1.779
C -2.753 3.409 1.227
C -3.640 4.597 0.809
C -4.569 4.084 -0.297
C -5.479 2.891 0.110
C -5.666 0.864 1.399
H -3.326 -1.327 -2.042
H -3.069 0.176 -2.836
H -4.380 -0.751 -3.347
H -5.565 -0.255 -1.202
H -4.906 1.207 -2.113
H -3.190 1.671 -0.805
H -3.318 0.289 0.296
H -3.238 1.486 2.320
H -4.306 2.671 2.606
H -2.105 3.087 0.408
H -2.016 3.639 1.999
H -3.109 5.464 0.410
H -4.093 5.086 1.678
H -3.894 3.695 -1.068
H -5.169 4.817 -0.834
H -6.046 2.478 -0.720
H -6.166 3.249 0.879
H -6.165 1.437 2.180
H -5.136 -0.030 1.711
H -6.466 0.734 0.674
C 2.429 -5.336 -4.573
C 0.889 -5.299 -4.761
C 0.455 -4.061 -5.575
N -1.082 -4.024 -5.710
C -1.724 -3.790 -4.348
C -3.187 -3.399 -4.420
C -3.550 -2.320 -5.487
C -2.911 -2.679 -6.812
C -1.409 -2.895 -6.683
C -1.649 -5.316 -6.277
H 2.901 -5.656 -5.503
H 2.668 -6.058 -3.793
H 2.915 -4.398 -4.302
H 0.476 -5.275 -3.751
H 0.508 -6.211 -5.212
H 0.712 -4.143 -6.631
H 0.755 -3.100 -5.159
H -1.092 -3.079 -3.818
H -1.607 -4.742 -3.834
H -3.485 -3.064 -3.426
H -3.861 -4.247 -4.572
H -3.152 -1.351 -5.169
H -4.629 -2.191 -5.569
H -3.094 -1.818 -7.458
H -3.506 -3.489 -7.243
H -1.080 -2.001 -6.140
H -0.859 -2.955 -7.618
H -1.526 -6.147 -5.588
H -1.025 -5.458 -7.157
H -2.714 -5.162 -6.400
C 8.355 -0.178 0.485
C 7.871 1.249 0.251
C 7.125 1.375 -1.090
N 6.335 2.673 -1.197
C 5.095 2.800 -0.297
C 3.953 1.854 -0.686
C 3.542 2.052 -2.156
C 4.745 1.829 -3.017
C 5.886 2.793 -2.647
C 7.215 3.862 -0.981
H 9.354 -0.337 0.075
H 7.674 -0.945 0.121
H 8.549 -0.296 1.552
H 8.838 1.755 0.212
H 7.262 1.659 1.054
H 6.402 0.580 -1.251
H 7.849 1.401 -1.904
H 5.395 2.535 0.715
H 4.802 3.842 -0.416
H 4.258 0.812 -0.558
H 3.109 2.010 -0.016
H 2.717 1.410 -2.469
H 3.086 3.040 -2.279
H 5.069 0.794 -2.869
H 4.614 1.878 -4.098
H 6.768 2.797 -3.286
H 5.475 3.800 -2.756
H 6.688 4.811 -1.060
H 8.008 3.789 -1.722
H 7.612 3.880 0.033
C -2.342 4.183 4.869
C -1.361 3.313 5.642
C -1.991 2.119 6.386
N -1.055 1.493 7.420
C -0.813 2.353 8.685
C -2.118 2.471 9.445
C -2.848 1.130 9.744
C -2.953 0.224 8.546
C -1.604 0.130 7.844
C 0.322 1.217 6.828
H -3.089 4.728 5.449
H -2.960 3.463 4.325
H -1.796 4.897 4.258
H -0.902 3.909 6.432
H -0.715 2.820 4.915
H -2.291 1.306 5.723
H -2.923 2.401 6.876
H -0.479 3.337 8.370
H -0.105 1.780 9.281
H -2.817 3.220 9.066
H -1.938 2.891 10.438
H -3.799 1.430 10.181
H -2.270 0.681 10.555
H -3.749 0.586 7.889
H -3.360 -0.757 8.797
H -1.663 -0.462 6.932
H -0.870 -0.328 8.506
H 0.859 0.734 7.640
H 0.800 2.119 6.462
H 0.132 0.493 6.038
O -1.047 -6.527 -0.333
C -1.574 -5.298 -0.070
O -1.851 -4.465 -0.963
O -1.738 -5.057 1.170
H -1.004 -6.690 0.644
O 0.332 0.590 -5.095
C -0.302 -0.495 -5.662
O 0.416 -1.316 -6.275
O -1.505 -0.626 -5.267
H -0.387 0.825 -4.486
O -1.162 1.698 -2.179
C -1.133 3.076 -2.159
O -2.070 3.627 -2.794
O -0.302 3.634 -1.415
H -1.784 1.600 -2.921
O 5.826 -0.329 2.079
C 4.554 -0.657 1.645
O 4.466 -1.678 0.930
O 3.613 0.093 1.994
H 6.246 -1.096 1.656
```

As for the charge: +1.



Number 1: HOMO-LUMO gap 7.571 eV, HOMO energy -10.971 eV. Number 2: HOMO-LUMO gap 6.162 eV, HOMO energy -8.597 eV.